Model a:
This record from the Open Molecules 2025 dataset describes a 3-piece molecular cluster, C3H11NO2 overall. The level of theory is ωB97M-V/def2-TZVPD.

ORCA input file:
```
! RIJCOSX wB97M-V def2-TZVPD def2/J DEFGRID3
* xyz 0 1
C 1.363 0.074 -0.195
C 1.563 -1.416 -0.269
O 1.178 0.776 -1.245
O 2.037 0.682 0.890
H -0.020 1.515 -1.317
H 2.508 1.453 0.544
H -0.192 0.249 0.503
H 2.577 -1.677 -0.603
H 1.421 -1.883 0.707
H 0.858 -1.849 -0.979
C -2.282 -0.171 0.238
N -1.176 0.755 0.468
H -1.264 1.328 1.296
H -0.874 1.398 -0.525
H -2.319 -0.968 0.985
H -2.147 -0.632 -0.741
H -3.231 0.366 0.243
*
```

## Properties
Molar mass   93.13 g/mol
Kohn-Sham gap (alpha / beta)   6.46 / 6.75 eV

***

Model b:
This record from the Open Molecules 2025 dataset describes a 3-piece molecular cluster, C3H11NO2 overall. The level of theory is ωB97M-V/def2-TZVPD.

ORCA input file:
```
! RIJCOSX wB97M-V def2-TZVPD def2/J DEFGRID3
* xyz 0 1
C -0.314 1.326 3.364
C -0.152 0.982 2.094
N 0.356 -0.267 1.664
C -0.523 -0.968 0.714
H -0.042 0.657 4.173
H -0.666 2.309 3.658
H -0.291 1.671 1.271
H 0.530 -0.865 2.463
H 0.025 -1.274 -0.178
H -0.983 -1.846 1.162
H -1.305 -0.309 0.344
O 1.706 1.035 -0.722
H 1.548 0.616 0.143
H 2.646 1.237 -0.743
O -1.178 -1.607 -5.460
H -0.678 -1.689 -6.280
H -1.893 -2.249 -5.600
*
```

## Properties
Molar mass   93.13 g/mol
SMILES   C=CNC.O.O
Kohn-Sham gap   9.70 eV

***

Most stable of them? model b.

***

Model a:
This record from the Open Molecules 2025 dataset describes a 2-piece molecular cluster, C3H11NO2 overall. The level of theory is ωB97M-V/def2-TZVPD.

ORCA input file:
```
! RIJCOSX wB97M-V def2-TZVPD def2/J DEFGRID3
* xyz 0 1
N 2.084 -1.592 0.902
C 1.040 -0.619 1.195
C -0.419 -0.617 0.469
C -1.184 0.741 0.407
O -2.198 0.553 -0.666
H 2.355 -2.348 1.491
H 2.885 -1.510 0.301
H 0.933 -0.653 2.359
H 1.387 0.368 0.830
H -1.018 -1.346 0.970
H -0.226 -0.818 -0.597
H -0.371 1.444 0.281
H -1.745 1.336 1.106
H -2.640 1.401 -0.670
O -0.034 0.928 -2.808
H -0.135 1.683 -3.420
H -0.713 1.048 -2.152
*
```

## Properties
Molar mass   93.13 g/mol
SMILES   NCCCO.O
Kohn-Sham gap   9.42 eV

***

Model b:
This record from the Open Molecules 2025 dataset describes a 2-piece molecular cluster, C3H11NO2 overall. The level of theory is ωB97M-V/def2-TZVPD.

ORCA input file:
```
! RIJCOSX wB97M-V def2-TZVPD def2/J DEFGRID3
* xyz 0 1
C -0.495 -0.707 -2.269
N 0.080 0.051 -1.174
C -0.516 -0.237 0.144
C -0.686 -1.918 0.334
O 0.561 -2.494 0.284
H -0.109 -1.773 -2.355
H -1.607 -0.647 -2.243
H 0.001 -0.333 -3.306
H 1.169 -0.131 -1.106
H -1.548 0.270 -0.010
H -0.118 0.166 1.219
H -1.275 -2.181 -0.558
H -1.229 -2.227 1.280
H 0.747 -3.147 0.882
O 1.343 5.217 2.784
H 2.236 5.246 2.362
H 1.445 4.844 3.731
*
```

## Properties
Molar mass   93.13 g/mol
SMILES   CNCCO.O
Kohn-Sham gap   9.20 eV

***

Model c:
This record from the Open Molecules 2025 dataset describes a 2-piece molecular cluster, C3H11NO2 overall. The level of theory is ωB97M-V/def2-TZVPD.

ORCA input file:
```
! RIJCOSX wB97M-V def2-TZVPD def2/J DEFGRID3
* xyz 0 1
N 1.855 -0.005 2.051
C 0.901 -0.804 1.270
C 0.029 0.143 0.422
C -1.270 -0.583 0.064
O -2.126 0.234 -0.748
H 2.415 -0.673 2.599
H 2.627 0.233 1.421
H 0.158 -1.301 1.902
H 1.292 -1.570 0.591
H -0.076 1.042 1.041
H 0.383 0.525 -0.557
H -1.082 -1.505 -0.506
H -1.918 -0.861 0.896
H -1.595 0.526 -1.502
O -0.908 1.410 -2.981
H -0.115 0.877 -3.035
H -0.568 2.313 -2.928
*
```

## Properties
Molar mass   93.13 g/mol
SMILES   NCCCO.O
Kohn-Sham gap   10.09 eV

***

Model d:
This record from the Open Molecules 2025 dataset describes a 3-piece molecular cluster, C3H11NO2 overall. The level of theory is ωB97M-V/def2-TZVPD.

ORCA input file:
```
! RIJCOSX wB97M-V def2-TZVPD def2/J DEFGRID3
* xyz 0 1
C -1.528 -0.877 -0.705
C -0.867 -0.568 0.405
C -1.539 -0.398 1.732
N 0.478 -0.031 0.320
H -0.970 -1.177 -1.578
H -2.602 -0.976 -0.694
H -2.594 -0.680 1.755
H -1.049 -0.970 2.520
H -1.550 0.656 2.021
H 1.046 -0.471 1.044
H 0.363 0.914 0.687
O 4.038 -1.233 -1.512
H 3.156 -1.173 -1.898
H 3.892 -1.111 -0.570
O -0.158 2.771 -0.783
H 0.563 2.277 -1.196
H -0.680 3.047 -1.547
*
```

## Properties
Molar mass   93.13 g/mol
SMILES   C=C(C)N.O.O
Kohn-Sham gap   10.12 eV

***

Most stable of them? model c.

***

Model a:
This record from the Open Molecules 2025 dataset describes a 2-piece molecular cluster, C3H11NO2 overall. The level of theory is ωB97M-V/def2-TZVPD.

ORCA input file:
```
! RIJCOSX wB97M-V def2-TZVPD def2/J DEFGRID3
* xyz 0 1
C 1.441 -1.847 1.106
C 1.235 -2.220 2.525
O 0.101 -3.084 2.561
H 1.669 -0.741 0.997
H 2.181 -2.381 0.599
H 0.417 -2.042 0.488
H 1.026 -1.243 3.058
H 2.233 -2.667 3.030
H -0.137 -3.113 3.544
N -1.392 3.519 -2.183
C -1.399 2.088 -1.965
O -0.697 1.314 -2.962
H -0.865 4.032 -2.842
H -2.341 3.708 -2.427
H -1.127 1.799 -0.946
H -2.474 1.953 -2.041
H 0.130 0.924 -2.541
*
```

## Properties
Molar mass   93.13 g/mol
SMILES   CCO.NCO
Kohn-Sham gap   10.02 eV

***

Model b:
This record from the Open Molecules 2025 dataset describes a 3-piece molecular cluster, C3H11NO2 overall. The level of theory is ωB97M-V/def2-TZVPD.

ORCA input file:
```
! RIJCOSX wB97M-V def2-TZVPD def2/J DEFGRID3
* xyz 0 1
C -1.426 0.895 -0.726
C -1.182 -0.323 -0.173
C -1.702 -0.603 1.253
N -0.336 -1.238 -0.771
H -0.728 1.460 -1.323
H -2.444 1.184 -0.845
H -2.798 -0.531 1.247
H -1.572 -1.591 1.686
H -1.331 0.082 2.037
H 0.101 -1.974 -0.240
H 0.277 -0.795 -1.443
O 2.681 -0.150 -0.782
H 3.077 0.563 -1.306
H 2.001 0.370 -0.300
O 1.098 1.131 1.000
H 0.251 1.373 0.575
H 0.841 1.009 1.919
*
```

## Properties
Molar mass   93.13 g/mol
SMILES   C=C(C)N.O.O
Kohn-Sham gap   8.61 eV

***

Model c:
This record from the Open Molecules 2025 dataset describes a 2-piece molecular cluster, C3H11NO2 overall. The level of theory is ωB97M-V/def2-TZVPD.

ORCA input file:
```
! RIJCOSX wB97M-V def2-TZVPD def2/J DEFGRID3
* xyz 0 1
C -0.407 2.019 -0.796
C 0.601 1.064 -0.156
N 0.015 -0.166 0.396
C -0.710 -1.090 -0.505
O -2.129 -0.863 -0.502
H 0.163 2.723 -1.404
H -0.925 2.557 -0.001
H -1.143 1.492 -1.387
H 1.386 0.800 -0.873
H 1.189 1.462 0.673
H -0.597 0.060 1.156
H -0.577 -2.042 0.017
H -0.313 -1.005 -1.508
H -2.426 -1.202 0.333
O 1.909 -2.270 1.723
H 2.422 -2.118 0.914
H 1.543 -1.420 1.920
*
```

## Properties
Molar mass   93.13 g/mol
SMILES   CCNCO.O
Kohn-Sham gap   9.99 eV

***

Most stable of them? model c.

***

Model a:
This record from the Open Molecules 2025 dataset describes one molecule with the formula C4H4O3. The level of theory is ωB97M-V/def2-TZVPD.

ORCA input file:
```
! RIJCOSX wB97M-V def2-TZVPD def2/J DEFGRID3
* xyz 0 1
O -2.357 -0.219 -0.255
C -1.055 0.193 -0.003
C -0.549 1.431 -0.047
O 0.878 1.315 -0.096
C 1.108 -0.025 -0.089
O 2.405 -0.238 -0.231
C -0.076 -0.805 0.001
H -2.204 -1.234 0.011
H -0.852 2.508 0.176
H 2.820 -1.114 0.215
H -0.118 -1.812 0.318
*
```

## Properties
Molar mass   100.07 g/mol
SMILES   Oc1coc(O)c1
Kohn-Sham gap   8.39 eV

***

Model b:
This record from the Open Molecules 2025 dataset describes one molecule with the formula C4H4O3. The level of theory is ωB97M-V/def2-TZVPD.

ORCA input file:
```
! RIJCOSX wB97M-V def2-TZVPD def2/J DEFGRID3
* xyz 0 1
C 0.433 -1.270 -0.830
C 0.416 0.232 -0.778
O 0.505 0.965 -1.734
C 0.293 0.869 0.614
O 1.237 1.303 1.230
C -1.116 0.949 1.199
O -2.060 0.461 0.628
H 1.287 -1.653 -0.260
H 0.499 -1.602 -1.868
H -0.483 -1.660 -0.370
H -1.184 1.461 2.178
*
```

## Properties
Molar mass   100.07 g/mol
SMILES   CC(=O)C(=O)C=O
Kohn-Sham gap   8.73 eV

***

Most stable of them? model b.